[1]
# C10H9NO4

2 unconnected molecules or ions with the total composition C10H9NO4 in a non-equilibrium geometry (ωB97M-V/def2-TZVPD, OMol25).

Structure (XYZ):
```
24
Properties=species:S:1:pos:R:3:forces:R:3:lowdin_charge:R:1
O -2.465030 -2.254580 0.599638 1.2 1.1 1.3 0.131
C -1.800196 -1.609917 1.390189 -0.5 0.1 0.9 -0.410
O -1.846272 -1.827140 2.742694 -1.8 -1.6 -1.5 0.130
C -0.954749 -0.446096 1.053475 0.8 0.4 -0.9 -0.099
C -0.616733 0.010273 -0.166530 0.9 1.0 2.1 -0.133
C -1.150592 -0.252322 -1.422097 1.1 3.7 -2.9 -0.008
C -1.066596 0.743356 -2.362362 1.1 1.6 2.8 0.000
C -0.523586 2.084989 -1.994607 0.1 0.8 -1.0 -0.067
C 0.219856 2.250420 -0.912806 -0.7 -0.4 -0.1 -0.051
C 0.419350 1.125058 -0.013003 -0.7 -0.9 2.6 -0.113
C 0.444665 1.283208 1.568589 -1.2 1.0 -0.3 -0.358
O 0.911066 2.084899 2.321819 0.4 -0.3 -1.0 0.155
O -0.335667 0.285471 2.077943 -0.3 -1.3 0.0 0.099
H -1.179585 -1.496269 3.321143 1.1 0.9 0.0 0.100
H -1.595675 -1.099933 -1.686708 -1.8 -3.6 -0.7 0.075
H -1.306826 0.829554 -3.363584 -1.2 -1.3 -1.9 0.079
H -0.597121 3.025347 -2.651913 -0.2 -2.0 0.6 0.137
H 0.715599 3.153972 -0.776540 0.8 1.4 0.6 0.101
H 1.425858 0.756213 -0.097661 0.8 -0.6 -0.6 0.136
C 2.604643 -1.656350 0.151856 3.0 2.1 -0.7 -0.183
N 1.551092 -2.218347 0.494814 -1.4 -0.3 -0.7 0.036
H 2.773108 -1.067200 -0.882330 -0.3 -1.4 2.1 0.108
H 3.483059 -1.598628 0.900788 -1.3 -0.2 -1.3 0.086
H 0.890334 -2.105978 -0.292806 0.0 -0.4 0.6 0.048
```
Forces are in eV/Å.

Computed properties:
* LUMO level: -0.0311 Ha
* calculated total energy: -742.0809 hartree
* spin multiplicity: 1
* relative energy (zero: lowest compared OMol25 entry of this formula, charge and spin): 64.1 kcal/mol
* SMILES: O=C(O)C1=C2C=CC=C[C@H]2C(=O)O1.C=N
* HOMO energy: -8.74 eV
* Kohn-Sham gap: 7.89 eV

[2]
# C10H9O2S

A gas-phase ion, C10H9O2S (charge -1) in a non-equilibrium geometry (ωB97M-V/def2-TZVPD, OMol25).

Structure (XYZ):
```
22
Properties=species:S:1:pos:R:3:forces:R:3:lowdin_charge:R:1
O 0.995389 -2.694356 -1.862661 -0.5 -2.1 1.6 -0.139
C 1.009021 -1.541425 -2.269486 0.7 0.9 -1.1 -0.741
O 1.397214 -1.232072 -3.410117 -0.1 1.5 -0.2 -0.054
C 0.513648 -0.485873 -1.281651 0.2 1.9 -0.4 -0.182
C -0.234641 -0.777065 -0.230727 0.8 -2.8 -0.8 -0.400
S -0.405246 -2.579366 0.070475 -0.8 1.2 1.5 0.963
C -1.531986 -2.144003 1.444538 0.6 -1.0 -1.8 -0.385
C -1.781688 -0.842081 1.573291 -0.1 -0.2 -0.1 -0.183
C -0.930932 0.114219 0.735354 -0.7 -0.2 -0.8 -0.316
C 0.130548 0.822678 1.573973 -0.7 0.6 0.3 -0.173
C 0.886471 1.899172 0.834835 -1.6 -1.8 0.8 -0.119
C 1.136263 1.943865 -0.452763 -1.7 -1.9 -0.3 -0.090
C 0.683981 1.002198 -1.591075 -0.1 0.1 -0.6 -0.122
H -1.996881 -3.075699 1.834127 0.0 1.3 0.3 0.056
H -2.581818 -0.510370 2.192400 -0.3 0.6 0.6 0.073
H -1.503295 0.866155 0.051700 0.5 -1.0 1.6 0.175
H 0.866075 0.076641 1.879303 -0.2 -0.1 0.5 0.128
H -0.341733 1.332380 2.479109 0.5 -0.9 -0.9 0.125
H 0.985572 2.608136 1.602607 1.4 1.9 0.0 0.073
H 1.620582 2.773545 -0.788970 1.4 2.4 -1.1 0.054
H -0.374430 1.293124 -1.990101 1.9 0.2 0.5 0.145
H 1.457887 1.150198 -2.394162 -1.1 -0.4 0.4 0.113
```
Forces are in eV/Å.

Computed properties:
* LUMO level: 0.1227 Ha
* calculated total energy: -935.1069 hartree
* spin multiplicity: 1
* net charge: -1
* relative energy (zero: lowest compared OMol25 entry of this formula, charge and spin): 11.4 kcal/mol
* SMILES: O=C([O-])C1=C2SC=C[C@H]2CC=CC1
* HOMO energy: -3.97 eV
* Kohn-Sham gap: 7.31 eV

[3]
# C10O10W

A molecular structure, C10O10W in a non-equilibrium geometry (ωB97M-V/def2-TZVPD, OMol25).

Structure (XYZ):
```
21
Properties=species:S:1:pos:R:3:forces:R:3:lowdin_charge:R:1
W 0.000000 0.000000 0.000000 0.0 0.0 0.0 1.835
O 3.989148 2.055858 -3.536499 -0.2 -0.1 0.2 0.210
C 3.157436 1.627299 -2.799198 0.2 0.1 -0.1 -0.203
C 1.896822 0.822862 -3.216279 0.2 0.0 -1.5 -0.272
O 1.584669 0.520116 -4.346991 0.2 0.2 1.2 0.167
C 1.225389 0.542551 -1.969984 -1.1 -0.5 1.6 -0.191
C 1.944272 1.091218 -0.840134 -1.6 -0.9 0.8 -0.191
O 1.468221 0.938669 0.501341 3.6 1.9 -2.3 -0.167
C 3.145430 1.775825 -1.253876 1.3 0.8 0.2 -0.272
O 3.978363 2.347033 -0.584886 -0.9 -0.6 -0.5 0.168
O 0.001246 -0.180956 -1.804264 2.8 1.4 -3.4 -0.167
O -3.988858 -2.054450 3.536656 0.2 0.1 -0.2 0.211
C -3.158013 -1.626511 2.799951 -0.1 0.0 0.1 -0.204
C -3.169149 -0.226956 2.127142 -1.3 0.6 0.6 -0.272
O -4.023515 0.621492 2.258858 0.9 -0.7 -0.2 0.168
C -1.957901 -0.199374 1.342945 1.6 0.3 -1.2 -0.191
C -1.211912 -1.433256 1.467485 1.1 1.1 -1.2 -0.191
O 0.026118 -1.637512 0.778446 -2.8 -2.3 2.9 -0.167
C -1.873421 -2.370185 2.343490 -0.2 -1.3 0.8 -0.272
O -1.539826 -3.486817 2.673611 -0.2 1.1 -0.4 0.168
O -1.496179 0.880327 0.524214 -3.6 -1.0 2.8 -0.167
```
Forces are in eV/Å.

Computed properties:
* LUMO level (alpha / beta): -0.0975 / -0.0975 Ha
* calculated total energy: -1200.3116 hartree
* spin multiplicity: 1
* HOMO energy (alpha / beta): -8.33 / -8.33 eV
* Kohn-Sham gap (alpha / beta): 5.68 / 5.68 eV

[4]
# C11H10BrCoN

A molecular structure, C11H10BrCoN in a non-equilibrium geometry (ωB97M-V/def2-TZVPD, OMol25).

Structure (XYZ):
```
24
Properties=species:S:1:pos:R:3:forces:R:3:mulliken_spin:R:1
C 1.185778 -1.807227 0.578231 0.6 -1.3 0.3 0.037
C 2.463427 -1.366892 0.995027 1.5 -1.6 0.9 0.124
C 2.332105 -0.544702 2.169639 -0.1 -1.9 0.6 0.008
H 3.422218 -1.616756 0.515560 -0.7 0.4 0.1 0.006
C 0.920644 -0.520439 2.504745 0.7 -2.0 1.4 0.037
C 0.235529 -1.308179 1.501087 -1.1 -1.2 1.3 0.076
H -0.846803 -1.497101 1.395309 0.8 0.4 0.3 0.000
H 0.972426 -2.383794 -0.320332 0.0 0.2 0.3 0.007
H 3.154563 -0.047857 2.656644 -0.1 0.0 0.2 0.001
H 0.493768 0.005016 3.346296 -0.1 0.0 -0.2 0.001
Co 1.232413 0.211771 0.748131 -0.9 5.0 -4.0 2.464
Br 1.993941 1.023360 -1.306075 0.7 0.4 -1.3 0.150
C -2.056913 0.976902 -1.868068 -1.0 -1.1 1.0 -0.036
C -2.581390 -0.043994 -1.032398 0.8 2.3 -0.7 0.289
C -1.952936 -1.288835 -1.398019 2.1 0.1 -2.5 0.285
H -3.217435 0.104020 -0.157410 0.2 0.0 -0.4 0.004
C -1.080012 -1.018102 -2.503128 -1.6 -1.3 1.8 0.022
C -1.197446 0.365799 -2.830939 -0.3 -0.2 1.0 0.406
H -0.709413 0.859115 -3.656611 0.1 0.1 0.1 0.012
H -2.187200 2.040633 -1.730519 -0.2 -0.1 -0.1 0.001
H -2.054820 -2.232241 -0.875671 0.0 0.1 -0.2 -0.003
H -0.428773 -1.736007 -2.980556 -0.1 0.1 0.0 0.005
N -0.849180 2.468243 1.190402 1.3 -1.3 -0.1 0.050
C -0.033654 1.632887 1.044400 -2.6 2.8 0.3 0.053
```
Forces are in eV/Å.

Computed properties:
* LUMO level (alpha / beta): 0.1302 / 0.0507 Ha
* calculated total energy: -4436.6434 hartree
* spin multiplicity: 5
* net charge: -1
* relative energy (zero: lowest compared OMol25 entry of this formula, charge and spin): 8.7 kcal/mol
* HOMO energy (alpha / beta): -3.09 / -4.84 eV
* expectation value of S²: 6.033
* Kohn-Sham gap (alpha / beta): 6.63 / 6.22 eV

[5]
# C11H10BrNO2

C11H10BrNO2 in the gas phase in a non-equilibrium geometry (ωB97M-V/def2-TZVPD, OMol25).

Structure (XYZ):
```
25
Properties=species:S:1:pos:R:3:forces:R:3:lowdin_charge:R:1
O -2.053012 1.590190 -1.977417 1.3 -1.8 -0.1 0.082
C -2.003027 1.645893 -0.641322 0.3 1.7 3.4 -0.296
C -2.370663 2.645145 0.287465 1.3 -4.4 -1.2 0.003
C -1.980533 2.125803 1.540034 -0.5 1.9 2.1 -0.063
C -1.290955 1.009817 1.450582 1.3 -1.6 -1.4 -0.355
O -0.577898 0.334994 2.392874 -1.8 -1.0 0.0 0.071
N -1.298268 0.651581 0.091865 -0.1 0.1 -3.2 0.002
C -0.902943 -0.536750 -0.694536 -0.2 1.0 -0.5 -0.612
Br -2.148705 -1.938655 -0.295012 -0.7 -0.9 0.2 0.765
C 0.523648 -0.988194 -0.480610 0.7 -0.2 -0.6 -0.242
C 1.512415 -0.704823 -1.455573 -0.8 0.2 0.3 -0.026
C 2.839726 -1.028766 -1.207174 -0.4 -0.2 -1.9 -0.095
C 3.181712 -1.792007 -0.117950 2.0 2.6 -0.1 -0.113
C 2.251507 -2.042827 0.834678 0.1 -3.0 0.8 -0.113
C 0.939353 -1.737157 0.628126 -1.6 0.1 1.2 -0.093
H -2.634343 2.186539 -2.399999 -1.1 1.1 -0.1 0.104
H -2.882744 3.501515 0.147671 -1.6 2.6 -0.7 0.060
H -2.113644 2.541235 2.528821 -0.1 0.5 -0.2 0.120
H 0.325687 0.589425 2.444878 1.1 0.6 -0.3 0.096
H -1.152874 -0.313431 -1.800308 0.9 -0.1 2.0 0.116
H 1.260986 -0.244724 -2.423606 -0.1 0.0 0.7 0.120
H 3.556595 -0.811007 -2.018369 -0.2 0.0 0.8 0.114
H 4.234967 -1.728343 0.128790 0.2 -1.2 -0.1 0.109
H 2.493282 -2.843901 1.577877 -0.1 1.3 -0.1 0.128
H 0.289720 -2.111552 1.458214 0.0 0.7 -1.2 0.118
```
Forces are in eV/Å.

Computed properties:
* LUMO level: 0.0201 Ha
* calculated total energy: -3204.3483 hartree
* spin multiplicity: 1
* relative energy (zero: lowest compared OMol25 entry of this formula, charge and spin): 21.3 kcal/mol
* SMILES: Oc1ccc(O)n1[C@H](Br)c1ccccc1
* HOMO energy: -7.68 eV
* Kohn-Sham gap: 8.23 eV

Q: Among the records above, which one has the highest spin multiplicity?
A: C11H10BrCoN